ORCA calculation (ωB97M-V/def2-TZVPD) on a cluster of 2 separate species, C6H12O in total.

CARTESIAN COORDINATES (ANGSTROEM)
C: 2.35 0.59 1.09
C: 1.38 1.32 0.10
C: 0.46 0.33 -0.56
C: 0.48 0.08 -1.86
C: -1.85 0.63 0.25
C: -0.74 -0.10 0.23
H: 2.75 -0.27 0.55
H: 1.88 0.31 2.03
H: 3.17 1.25 1.34
H: 2.02 1.81 -0.61
H: 0.87 2.13 0.63
H: -0.29 -0.47 -2.39
H: 1.25 0.34 -2.57
H: -2.76 0.24 0.70
H: -1.97 1.57 -0.23
H: -0.69 -1.04 0.78
H: -3.09 -2.63 0.84
H: -2.15 -2.99 -0.29
O: -3.08 -3.08 -0.02

Values from the calculation:
- total charge = 0
- electronic energy (eV) = -8462.43735
- orbital gap (eV) = 10.47
- E_HOMO (eV) = -9.6081
- lowest unoccupied orbital energy (eV) = 0.866
- energy relative to the best compared isomer or geometry (same formula, charge and spin) (eV) = 1.917
- SMILES = C=CC(=C)CC.O

Atom charges from the Mulliken analysis, given in e for atoms 1 to 2: number 1, C, carries -1.17; number 2, C, carries -0.45

ORCA calculation (ωB97M-V/def2-TZVPD) on a structure of composition C41H36BClCrO5S.

CARTESIAN COORDINATES (ANGSTROEM)
C: -5.58 -5.21 -2.30
C: -4.39 -4.34 -2.47
C: -3.43 -4.42 -3.46
C: -2.39 -3.42 -3.34
C: -2.58 -2.58 -2.25
B: -1.51 -1.41 -1.69
C: -2.03 -0.04 -2.42
C: -1.61 0.26 -3.70
C: -2.16 1.32 -4.43
C: -3.14 2.12 -3.84
Cl: -3.81 3.43 -4.71
C: -3.59 1.83 -2.55
C: -3.04 0.75 -1.85
O: -1.67 -1.48 -0.29
C: -0.82 -2.55 0.15
C: -0.34 -2.14 1.56
C: -1.54 -3.85 0.27
C: 0.30 -2.62 -1.01
C: 1.31 -1.56 -0.73
C: 1.03 -3.92 -1.23
O: -0.36 -2.16 -2.17
S: -4.06 -2.98 -1.41
H: -5.58 -5.96 -3.11
H: -5.54 -5.75 -1.34
H: -6.51 -4.63 -2.36
H: -3.47 -5.17 -4.24
H: -1.56 -3.39 -4.04
H: -0.89 -0.42 -4.18
H: -1.88 1.49 -5.46
H: -4.39 2.42 -2.12
H: -3.45 0.48 -0.86
H: 0.46 -2.79 1.94
H: 0.00 -1.10 1.62
H: -1.19 -2.23 2.26
H: -0.87 -4.58 0.74
H: -2.43 -3.74 0.90
H: -1.83 -4.23 -0.71
H: 1.89 -1.73 0.18
H: 1.99 -1.39 -1.57
H: 0.72 -0.63 -0.58
H: 1.62 -4.17 -0.34
H: 0.37 -4.75 -1.46
H: 1.75 -3.80 -2.06
O: 3.63 4.92 5.83
C: 2.81 4.12 5.55
Cr: 1.40 3.04 4.88
C: 1.89 3.74 3.21
O: 2.18 4.28 2.22
C: 0.40 4.65 5.05
O: -0.04 5.72 5.07
C: 0.98 1.79 6.63
C: 2.16 1.38 6.00
C: 2.15 1.05 4.64
C: 0.96 1.12 3.87
C: 0.96 0.86 2.44
C: 1.02 0.87 1.22
C: 1.45 1.13 -0.11
C: 0.74 2.08 -0.93
C: -0.44 2.67 -0.40
C: -1.02 3.77 -1.04
C: -0.46 4.28 -2.23
C: 0.65 3.64 -2.80
C: 1.15 2.48 -2.22
C: 2.93 0.85 -0.29
C: 3.58 -0.10 0.56
C: 4.83 -0.65 0.24
C: 5.52 -0.17 -0.89
C: 4.99 0.91 -1.62
C: 3.75 1.46 -1.25
C: -0.18 1.67 4.50
C: -0.18 1.99 5.87
H: 0.98 2.01 7.71
H: 3.10 1.35 6.56
H: 3.07 0.72 4.15
H: -0.83 2.35 0.56
H: -1.89 4.26 -0.58
H: -0.90 5.17 -2.70
H: 1.16 4.10 -3.66
H: 1.93 1.94 -2.76
H: 3.10 -0.39 1.50
H: 5.28 -1.40 0.90
H: 6.48 -0.61 -1.17
H: 5.57 1.37 -2.43
H: 3.46 2.43 -1.65
H: -1.09 1.82 3.91
H: -1.07 2.42 6.32

Values from the calculation:
- total charge = +3
- electronic energy (eV) = -105764.31383
- orbital gap (alpha / beta) (eV) = 5.69 / 4.94
- <S²> = 3.7913
- E_HOMO (alpha / beta) (eV) = -15.8242 / -15.5166
- lowest unoccupied orbital energy (alpha / beta) (eV) = -10.130 / -10.581
- multiplicity = 4
- energy relative to the best compared isomer or geometry (same formula, charge and spin) (eV) = 2.487

Atom charges from the Mulliken analysis, given in e for atoms 1 to 2: number 1, C, carries -1.16; number 2, C, carries 0.73

ORCA calculation (ωB97M-V/def2-TZVPD) on a structure of composition C14H26BeN6O6.

CARTESIAN COORDINATES (ANGSTROEM)
O: -0.79 -1.26 -4.09
H: -1.22 -1.16 -4.95
Be: -0.83 0.17 -0.89
N: 0.74 -0.74 -1.02
N: -1.44 -1.55 -0.32
N: 0.07 1.75 -0.85
N: -1.85 0.92 0.43
O: 1.91 -0.30 -0.89
O: 1.26 2.17 -1.36
O: -2.80 0.38 1.22
O: -2.49 -1.93 0.34
C: -0.68 -2.53 -0.85
C: 0.56 -2.05 -1.31
C: -0.54 2.70 -0.15
C: -1.62 2.22 0.63
C: 1.61 -2.81 -2.02
H: 1.62 -2.49 -3.07
H: 1.41 -3.88 -1.98
H: 2.58 -2.59 -1.56
C: -1.12 -3.95 -0.82
H: -2.10 -4.05 -1.32
H: -1.21 -4.29 0.22
H: -0.40 -4.59 -1.33
C: -0.01 4.08 -0.06
C: -2.32 3.04 1.65
H: 0.65 4.28 -0.91
H: 0.56 4.20 0.88
H: -0.83 4.80 -0.03
H: -2.93 2.41 2.30
H: -2.96 3.79 1.17
H: -1.58 3.59 2.25
H: 1.66 1.32 -1.69
H: -2.81 -0.62 0.90
C: -1.85 0.17 -2.39
H: -1.42 -0.69 -3.35
H: -1.82 1.16 -2.87
H: -2.86 -0.17 -2.15
O: 0.79 0.54 -3.30
H: 0.23 -0.15 -3.82
H: 0.81 1.37 -3.82
N: 2.94 -0.41 4.92
C: 2.23 -0.32 3.76
C: 1.26 -1.28 3.41
C: 0.52 -1.09 2.25
N: 0.74 -0.07 1.42
C: 1.68 0.83 1.71
C: 2.45 0.75 2.87
H: 2.77 -1.16 5.58
H: 3.61 0.28 5.19
H: 1.06 -2.14 4.05
H: -0.27 -1.78 1.96
H: 1.82 1.64 1.00
H: 3.20 1.52 3.06

Values from the calculation:
- total charge = 0
- electronic energy (eV) = -36559.58397
- orbital gap (alpha / beta) (eV) = 7.52 / 7.02
- E_HOMO (alpha / beta) (eV) = -8.1947 / -7.5543
- lowest unoccupied orbital energy (alpha / beta) (eV) = -0.678 / -0.530
- energy relative to the best compared isomer or geometry (same formula, charge and spin) (eV) = 0.000

Atom charges from the Mulliken analysis, given in e for atoms 1 to 2: number 1, O, carries -0.77; number 2, H, carries 0.26

ORCA calculation (ωB97M-V/def2-TZVPD) on a cluster of 16 separate species, H31O16 in total.

CARTESIAN COORDINATES (ANGSTROEM)
O: 1.61 -3.48 -0.40
H: -2.00 1.48 -2.67
H: -3.26 3.67 1.03
O: -0.55 -1.23 -5.86
H: 1.77 -2.49 -0.40
H: 2.36 -4.08 -0.11
O: 4.45 1.07 2.41
H: -1.16 -1.02 -5.12
H: -4.06 4.21 2.22
O: -3.68 4.54 1.39
H: -1.03 0.10 2.78
H: -0.42 -2.16 -5.53
O: -1.41 2.28 -2.83
H: -3.78 -3.23 -0.74
H: -0.58 -3.50 -2.82
O: 1.72 -0.97 -0.22
H: -0.32 -2.54 -0.05
H: 3.11 -0.28 -0.22
O: 0.61 2.07 3.85
H: 1.37 1.82 3.28
H: 0.04 1.36 4.09
O: -0.29 4.26 0.78
H: 0.10 3.35 0.69
H: 5.02 0.92 3.19
O: -2.24 0.16 -1.78
H: -1.47 -0.32 -2.01
O: -4.30 -3.17 -1.56
H: -0.58 2.06 -3.28
H: -3.70 -2.63 -2.08
O: -0.77 -1.81 -0.53
H: 5.00 1.22 1.65
H: 0.16 -1.38 -0.60
O: -1.48 -3.15 -2.84
H: -0.17 0.15 1.45
H: -0.12 4.91 2.63
O: 1.21 -3.84 2.52
H: 4.48 -0.52 -1.06
H: 1.79 -0.98 0.75
O: 0.88 5.08 2.97
H: -1.45 -2.63 -2.04
H: 0.59 -4.54 2.61
O: -0.38 0.56 2.27
H: -3.11 0.01 -2.13
H: -0.98 4.26 0.08
O: 4.19 -0.28 -0.20
H: 1.53 -3.56 1.66
H: 1.30 4.23 2.75

Values from the calculation:
- total charge = -1
- electronic energy (eV) = -33263.46144
- orbital gap (eV) = 8.96
- E_HOMO (eV) = -6.6787
- lowest unoccupied orbital energy (eV) = 2.277
- energy relative to the best compared isomer or geometry (same formula, charge and spin) (eV) = 4.368

Atom charges from the Mulliken analysis, given in e for atoms 1 to 2: number 1, O, carries -0.78; number 2, H, carries 0.40

ORCA calculation (ωB97M-V/def2-TZVPD) on a structure of composition C29H22BBrF4N8O11Y.

CARTESIAN COORDINATES (ANGSTROEM)
Y: -0.48 0.23 -0.53
Br: 0.40 -4.94 -6.92
C: 0.91 -5.54 -5.20
C: -0.04 -5.56 -4.18
C: 0.33 -5.99 -2.92
C: 1.64 -6.40 -2.68
C: 2.56 -6.42 -3.72
C: 2.20 -5.97 -4.98
N: 2.08 -6.98 -1.43
N: 1.82 -6.47 -0.34
C: 1.16 -5.21 -0.21
C: 0.11 -5.16 0.67
C: -0.69 -4.02 0.82
C: -0.42 -2.86 0.10
O: -1.14 -1.80 0.13
C: 0.79 -2.85 -0.69
N: 1.14 -1.63 -1.20
C: 2.23 -1.55 -1.93
C: 3.07 -2.66 -2.16
C: 2.76 -3.87 -1.62
C: 1.57 -4.01 -0.87
H: -1.05 -5.24 -4.37
H: -0.40 -6.00 -2.12
H: 3.55 -6.80 -3.53
H: 2.92 -5.96 -5.79
H: -0.12 -6.06 1.22
H: -1.55 -4.03 1.48
H: 2.49 -0.59 -2.33
H: 3.97 -2.52 -2.74
H: 3.42 -4.71 -1.75
C: -4.54 -1.76 1.87
C: -5.02 -0.32 1.69
C: -3.94 0.71 2.04
C: -4.46 2.14 1.77
C: -3.52 3.25 2.22
C: -3.61 0.61 3.52
O: -4.48 0.63 4.38
N: -2.29 0.51 3.85
C: -1.20 0.42 2.96
O: -0.09 0.30 3.41
N: -1.48 0.44 1.63
C: -2.73 0.49 1.17
O: -2.89 0.37 -0.07
H: -5.32 -2.47 1.58
H: -4.30 -1.96 2.92
H: -3.66 -1.96 1.27
H: -5.89 -0.12 2.32
H: -5.30 -0.15 0.65
H: -5.42 2.23 2.28
H: -4.65 2.21 0.70
H: -3.44 3.29 3.31
H: -3.88 4.22 1.88
H: -2.51 3.11 1.83
H: -2.06 0.46 4.83
F: 2.31 1.38 -3.48
B: 1.27 1.58 -2.60
F: 0.24 0.59 -2.82
F: 0.74 2.84 -2.67
F: 1.68 1.27 -1.26
O: -2.87 7.75 -1.31
N: -1.92 7.54 -0.59
O: -1.31 8.40 0.02
C: -1.47 6.16 -0.43
C: -0.40 5.88 0.40
C: 0.01 4.58 0.56
C: -0.62 3.48 -0.10
O: -0.30 2.28 0.10
C: -1.68 3.86 -0.98
C: -2.12 5.16 -1.13
N: -2.36 2.87 -1.81
O: -1.85 1.77 -1.97
O: -3.40 3.19 -2.34
N: 1.15 4.37 1.47
O: 1.41 3.24 1.81
O: 1.76 5.37 1.83
H: 0.11 6.67 0.93
H: -2.94 5.38 -1.80

Values from the calculation:
- total charge = -1
- electronic energy (eV) = -147513.58248
- orbital gap (eV) = 6.83
- E_HOMO (eV) = -5.7228
- lowest unoccupied orbital energy (eV) = 1.109
- energy relative to the best compared isomer or geometry (same formula, charge and spin) (eV) = 1.077

Atom charges from the Mulliken analysis, given in e for atoms 1 to 2: number 1, Y, carries 1.24; number 2, Br, carries -0.19

ORCA calculation (ωB97M-V/def2-TZVPD) on a structure of composition C4H10MoN3O5.

CARTESIAN COORDINATES (ANGSTROEM)
Mo: 0.97 0.59 1.07
C: -0.86 1.55 -3.95
O: -0.43 2.06 -2.68
C: -0.06 1.26 -1.72
O: 0.29 1.73 -0.64
N: -0.05 -0.09 -1.93
N: 0.42 -0.89 -0.88
H: -1.11 2.42 -4.55
H: -1.75 0.93 -3.84
H: -0.05 1.00 -4.44
H: -0.36 -0.52 -2.79
H: 1.18 -1.48 -1.21
H: -0.33 -1.48 -0.55
N: 1.21 -1.08 2.54
C: -0.13 -1.44 3.09
C: -1.02 -0.22 2.93
O: -1.77 0.15 3.79
O: -0.87 0.37 1.74
H: 1.73 -1.91 2.27
H: 1.77 -0.64 3.28
H: -0.09 -1.78 4.12
H: -0.54 -2.23 2.47
O: 1.84 1.72 1.88

Values from the calculation:
- total charge = +1
- electronic energy (eV) = -20868.08517
- orbital gap (eV) = 7.81
- E_HOMO (eV) = -11.9125
- lowest unoccupied orbital energy (eV) = -4.104
- energy relative to the best compared isomer or geometry (same formula, charge and spin) (eV) = 0.104

Atom charges from the Mulliken analysis, given in e for atoms 1 to 2: number 1, Mo, carries 1.59; number 2, C, carries -0.84

ORCA calculation (ωB97M-V/def2-TZVPD) on a cluster of 2 separate species, C30H45N3P in total.

CARTESIAN COORDINATES (ANGSTROEM)
C: -2.42 -1.34 1.18
C: -1.70 -2.35 2.07
C: -2.73 -3.01 3.00
C: -1.01 -3.43 1.22
C: -0.59 -1.61 2.85
N: -0.56 -1.75 4.21
C: 0.66 -1.29 4.69
C: 1.44 -0.87 3.55
C: 2.85 -0.77 3.69
C: 3.37 -0.92 4.97
C: 2.56 -1.24 6.07
C: 1.19 -1.47 5.94
C: 0.58 -0.99 2.38
C: 0.77 -0.39 0.97
C: 2.16 0.21 0.82
C: 2.42 1.38 1.55
C: 3.72 1.84 1.62
C: 4.76 1.15 0.97
C: 6.19 1.40 1.28
C: 4.42 0.18 0.04
C: 3.10 -0.24 -0.08
H: -1.68 -0.65 0.73
H: -2.99 -1.87 0.41
H: -3.08 -0.74 1.84
H: -2.26 -3.78 3.64
H: -3.20 -2.24 3.63
H: -3.49 -3.51 2.38
H: -0.47 -4.16 1.84
H: -1.76 -4.01 0.65
H: -0.31 -3.01 0.49
H: -1.23 -2.12 4.89
H: 3.55 -0.62 2.83
H: 4.45 -0.81 5.15
H: 3.03 -1.36 7.05
H: 0.53 -1.78 6.76
H: 0.55 -1.24 0.28
H: 1.66 1.86 2.16
H: 4.00 2.69 2.24
H: 6.84 0.79 0.64
H: 6.46 2.46 1.15
H: 6.41 1.15 2.33
H: 5.16 -0.31 -0.59
H: 2.81 -1.04 -0.77
C: -5.04 1.69 -1.87
C: -3.83 0.90 -2.37
C: -3.99 -0.53 -1.79
C: -3.77 0.83 -3.89
N: -2.59 1.49 -1.81
C: -2.27 2.90 -2.12
C: -0.89 2.91 -2.82
N: -0.23 1.60 -2.46
C: 0.70 0.94 -3.39
C: 1.68 1.93 -4.02
C: -0.14 0.28 -4.51
C: 1.42 -0.24 -2.74
P: -1.21 0.68 -1.45
H: 0.18 0.34 0.28
H: -5.14 2.67 -2.36
H: -5.95 1.10 -2.04
H: -4.98 1.88 -0.79
H: -3.07 -1.13 -1.96
H: -4.25 -0.51 -0.70
H: -4.78 -1.07 -2.28
H: -2.82 0.42 -4.23
H: -4.54 0.17 -4.33
H: -3.94 1.81 -4.33
H: -3.02 3.49 -2.64
H: -2.05 3.37 -1.15
H: -0.98 3.12 -3.91
H: -0.33 3.72 -2.35
H: 2.29 2.39 -3.23
H: 2.34 1.34 -4.68
H: 1.19 2.72 -4.60
H: -0.88 -0.43 -4.10
H: -0.63 1.02 -5.17
H: 0.48 -0.35 -5.15
H: 0.73 -0.96 -2.34
H: 2.03 -0.78 -3.45
H: 2.09 0.10 -1.98

Values from the calculation:
- total charge = +1
- electronic energy (eV) = -45592.09427
- orbital gap (eV) = 4.63
- E_HOMO (eV) = -9.4831
- lowest unoccupied orbital energy (eV) = -4.856

Atom charges from the Mulliken analysis, given in e for atoms 1 to 2: number 1, C, carries -0.85; number 2, C, carries 2.48

ORCA calculation (ωB97M-V/def2-TZVPD) on the molecule C4H6O2.

CARTESIAN COORDINATES (ANGSTROEM)
C: 0.76 -0.38 -0.06
C: 2.06 -0.44 -0.12
C: -0.14 0.88 0.01
C: -1.39 -0.01 0.45
O: -0.12 -1.42 -0.05
O: -2.45 -0.09 -0.31
H: 2.58 -1.37 0.09
H: 2.75 0.27 0.01
H: 0.18 1.56 0.80
H: -0.28 1.54 -0.99
H: -1.74 -0.22 1.41
H: -2.22 -0.31 -1.25

Values from the calculation:
- total charge = 0
- electronic energy (eV) = -8336.68207
- orbital gap (eV) = 8.80
- E_HOMO (eV) = -8.2406
- lowest unoccupied orbital energy (eV) = 0.555
- energy relative to the best compared isomer or geometry (same formula, charge and spin) (eV) = 3.779

Atom charges from the Mulliken analysis, given in e for atoms 1 to 2: number 1, C, carries 0.57; number 2, C, carries -1.01